Record 1
CH5N3O | the ωB97M-V functional and the def2-TZVPD basis

The geometry in XYZ format:
```
10
Properties=species:S:1:pos:R:3:forces:R:3:nbo_charge:R:1
H -1.26372 -0.80608 -1.32313 -1.087 0.323 0.668 0.216
N 0.35694 0.31043 -1.42944 0.887 0.411 3.069 -0.283
H 0.13713 0.21796 1.11896 3.173 -0.206 1.495 0.374
C -0.65416 -0.12534 -0.74934 2.686 0.340 0.264 0.173
H 1.03393 1.42913 0.21713 -0.612 3.583 1.834 0.351
O -1.52526 -0.96177 1.35816 -1.108 5.155 -1.162 -0.592
H 2.33348 0.80702 -0.92584 -3.127 0.938 2.069 0.403
N -0.67474 0.09888 0.64935 -6.329 -3.697 -1.592 -0.332
H -1.10575 -1.76392 1.47404 2.362 -2.511 -0.122 0.456
N 1.36214 0.79369 -0.38989 3.155 -4.336 -6.521 -0.767
```
Forces are in eV/Å.

## Properties
Relative energy (zero: lowest compared OMol25 entry of this formula, charge and spin) ... 421.90 kJ/mol
HOMO ... -0.333 hartree
Orbital gap ... 0.366 Eh
SMILES ... N/N=C\NO
Maximum force ... 0.1642 Eh/bohr

---

Record 2
C3H8N3O2 | the ωB97M-V functional and the def2-TZVPD basis

The geometry in XYZ format:
```
16
Properties=species:S:1:pos:R:3:forces:R:3:nbo_charge:R:1
C 0.44380 0.62037 -0.04995 1.876 1.701 0.425 0.589
O -2.97674 -0.90613 -0.46321 0.969 1.161 -0.734 -0.480
C -1.07052 0.50457 0.09979 -1.608 -2.061 0.267 0.460
C 2.69688 -0.55125 -0.23968 1.360 -2.636 1.312 -0.418
N -1.62336 -0.63838 -0.35436 1.102 1.326 0.263 -0.254
O 0.76103 1.78774 0.05009 0.880 0.169 -0.259 -0.558
H -0.97287 2.25075 0.90279 0.381 0.153 0.155 0.461
H -2.58120 1.73458 0.88921 -0.695 -0.640 -0.213 0.447
H 2.88383 -1.72740 -0.23935 -0.082 2.685 -0.280 0.235
N -1.62092 1.48612 0.76243 0.610 -0.083 -0.577 -0.678
H -0.96411 -1.07855 -0.99741 -1.058 -0.592 -0.245 0.403
H 3.08629 -0.08459 -1.12321 0.373 0.177 -0.289 0.237
H 0.67676 -1.31857 -0.03452 2.253 1.620 -0.306 0.391
H -3.18088 -1.46700 0.27580 -0.256 -0.719 0.798 0.497
H 3.15561 -0.17924 0.70046 -0.111 0.042 -0.751 0.233
N 1.28642 -0.43303 -0.17885 -5.996 -2.303 0.436 -0.566
```
Forces are in eV/Å.

## Properties
Relative energy (zero: lowest compared OMol25 entry of this formula, charge and spin) ... 196.35 kJ/mol
HOMO ... -0.535 hartree
Net charge ... +1
Orbital gap ... 0.367 Eh
SMILES ... CNC(=O)C(=[NH2+])NO
Maximum force ... 0.1252 Eh/bohr

---

Record 3
C3H5N3OS | the ωB97M-V functional and the def2-TZVPD basis

The geometry in XYZ format:
```
13
Properties=species:S:1:pos:R:3:forces:R:3:nbo_charge:R:1
C 1.87817 0.15540 -0.03675 -2.460 -3.980 0.744 0.286
O -3.75146 -0.31832 -0.07903 1.776 2.189 -0.074 -0.573
H 0.13159 -1.72787 -0.53076 -0.466 1.696 0.614 0.186
H -2.19641 -1.77451 -0.19991 1.820 1.805 0.416 0.445
H -2.39242 1.30981 0.64794 -0.186 -3.562 -2.263 0.180
N -1.65430 -0.87748 0.06695 -0.587 0.285 -0.786 -0.641
C -0.31117 -0.72362 -0.13197 2.454 -3.105 -0.664 0.361
H 1.83025 2.30672 -0.15644 1.729 -3.758 0.219 0.431
H 3.42758 1.25658 0.29124 -3.014 0.918 -2.092 0.437
S 2.77952 -1.30088 0.06241 -0.840 1.401 -0.099 -0.290
C -2.60839 0.13012 0.08537 -2.798 0.659 2.819 0.526
N 0.47100 0.24674 0.14950 -1.443 0.059 -0.445 -0.574
N 2.39603 1.31733 -0.16854 4.014 5.393 1.612 -0.774
```
Forces are in eV/Å.

## Properties
Relative energy (zero: lowest compared OMol25 entry of this formula, charge and spin) ... 250.63 kJ/mol
HOMO ... -0.310 hartree
Orbital gap ... 0.303 Eh
SMILES ... NC(=S)/N=C/NC=O
Maximum force ... 0.1344 Eh/bohr

---

Record 4
C5H11NO | the ωB97M-V functional and the def2-TZVPD basis

The geometry in XYZ format:
```
18
Properties=species:S:1:pos:R:3:forces:R:3:nbo_charge:R:1
C -2.58941 0.53462 1.06094 -1.106 1.103 -1.669 0.090
C 2.29741 -0.42662 -0.18452 -0.684 -0.987 0.783 -0.581
O -1.10381 -1.76554 -1.79282 0.470 0.062 -0.464 -0.931
C 1.62769 0.83211 0.44700 0.822 1.509 -2.622 -0.505
H -0.95902 -2.71841 -1.80596 -0.045 0.031 -0.029 0.488
H 1.70505 1.63711 -0.30154 0.277 0.046 0.278 0.228
H -0.54350 1.46987 -1.23077 0.049 0.442 0.382 0.251
H -3.51847 -0.02524 1.15435 0.212 -0.122 0.189 0.232
C 0.20089 0.56544 0.55685 0.443 -1.874 1.301 0.087
C -0.80087 1.02056 -0.27011 -0.837 0.543 -2.153 0.060
H 3.38319 -0.43293 -0.19738 0.026 0.558 0.151 0.256
H -0.04221 -0.29049 1.19701 -0.265 0.449 0.254 0.211
H -1.47142 -1.56662 -0.94121 -0.413 -0.146 0.512 0.451
H 1.98921 -1.24261 0.47778 0.279 -0.319 -0.276 0.207
H -2.22419 1.16660 1.86183 0.033 -0.297 0.410 0.209
H 2.22217 1.18061 1.28962 -0.593 -0.325 0.550 0.289
N -2.11462 0.72709 -0.13533 1.484 -0.914 2.353 -0.279
H 1.94190 -0.66556 -1.18574 -0.152 0.241 0.050 0.235
```
Forces are in eV/Å.

## Properties
Relative energy (zero: lowest compared OMol25 entry of this formula, charge and spin) ... 259.66 kJ/mol
HOMO (spin up / spin down) ... -0.546 / -0.557 hartree
Net charge ... +1
2S+1 ... 2
Orbital gap (spin up / spin down) ... 0.337 / 0.263 Eh
Maximum force ... 0.0610 Eh/bohr
Expectation value of S² ... 0.762

---

Record 5
C39H57N5P2SSc | the ωB97M-V functional and the def2-TZVPD basis

The geometry in XYZ format:
```
105
Properties=species:S:1:pos:R:3:forces:R:3:lowdin_charge:R:1
C 3.39953 -0.89589 -2.42620 -0.059 -0.034 0.074 -0.090
C -3.16550 1.39837 0.31263 0.075 -0.202 0.320 -0.297
H -2.03205 2.76421 -1.97894 -0.063 0.070 -0.021 0.094
N -1.74866 1.88116 -2.38290 0.156 0.029 0.385 -0.098
H 3.38619 1.03401 4.87387 -0.032 -0.003 -0.065 0.107
C -1.84408 0.97937 3.85117 0.012 0.170 -0.121 -0.507
Sc -1.10049 0.68490 -0.28436 -0.292 0.032 -1.186 0.961
N -0.31116 -0.33986 -2.79798 -0.011 0.010 0.282 -0.037
C -2.34716 2.37422 3.48107 0.146 0.057 0.043 -0.094
H 4.52658 -2.68252 2.08395 -0.034 0.023 -0.052 0.087
H -1.70178 -2.44178 -1.59342 -0.042 0.068 0.024 0.099
H 1.96540 2.43061 -1.22309 -0.026 0.077 0.061 0.095
C -0.92507 5.67345 0.92444 0.015 0.052 0.031 -0.032
C -4.47479 0.86653 0.55682 0.151 -0.126 0.049 -0.243
C 0.28986 -4.52979 -1.62115 0.006 -0.069 -0.016 -0.135
H 0.53567 -0.80841 -2.51685 0.177 -0.046 -0.021 0.053
C 2.89083 0.98229 3.91216 0.041 0.024 -0.064 -0.080
H 4.59576 1.60406 2.76480 -0.047 -0.012 -0.015 0.112
H 1.42322 -4.40213 -3.94177 0.002 0.060 0.039 0.087
H -2.98130 -2.42612 -2.81352 -0.067 -0.068 -0.019 0.131
H -4.17225 -0.37336 -3.20262 -0.038 -0.050 -0.075 0.132
C 3.83349 0.28350 -3.01420 0.040 -0.058 -0.048 -0.067
H -3.24563 -1.56873 2.68754 0.067 -0.022 -0.017 0.065
C -2.87179 1.33398 -3.16674 0.138 -0.122 0.011 -0.151
H 2.86223 -3.44535 -3.65090 0.008 0.045 0.022 0.065
C 0.26413 3.65463 0.55936 -0.130 -0.158 -0.086 -0.106
H -1.50864 3.04852 3.26693 -0.073 -0.052 0.005 0.086
C 3.30703 1.48742 -2.58035 0.036 0.063 -0.014 -0.075
H -0.75716 2.75443 -4.05567 -0.020 0.091 -0.098 0.127
H -2.70871 0.31344 3.91955 -0.143 -0.011 -0.044 0.101
H 3.06784 -4.05666 0.69242 -0.030 -0.085 0.020 0.105
H -3.05638 5.48141 0.76481 0.068 -0.015 -0.008 0.103
C -2.09669 4.98390 0.69018 -0.150 0.097 -0.001 -0.016
H 3.62908 2.42301 -3.02591 -0.025 -0.061 0.044 0.116
H -0.29807 0.56401 -4.70261 -0.055 -0.022 -0.061 0.120
C 0.28493 4.99185 0.88345 0.035 0.132 -0.004 -0.035
H -0.51164 -3.99091 -2.13539 0.097 -0.026 0.059 0.044
H 0.29188 -5.55176 -2.01212 -0.003 0.081 -0.015 0.084
H 0.35767 -2.46856 1.68358 -0.023 -0.005 0.113 0.013
H 0.17527 2.63016 -2.57056 0.017 0.028 0.043 0.098
H -2.48173 0.98785 -4.12079 0.016 0.009 -0.031 0.103
C 1.59480 0.71991 1.39125 -0.020 -0.480 -0.343 -0.323
C 0.11597 -2.51201 2.75031 -0.038 -0.031 -0.014 -0.116
H 3.52635 1.31154 0.62343 0.002 0.022 -0.101 0.105
C 1.82143 -3.56672 -3.35718 -0.016 0.017 0.008 -0.106
C 0.04157 0.77865 -3.68925 -0.096 -0.050 -0.003 -0.160
H -0.88155 0.06404 5.61439 0.020 0.072 -0.048 0.071
C 3.55885 1.28775 2.73692 0.003 -0.018 -0.057 -0.074
H 5.41940 -3.79898 -0.00388 -0.036 0.010 -0.052 0.086
H -0.11369 -3.55231 3.00424 0.020 0.078 -0.002 0.087
C 1.56500 0.60355 3.81852 -0.101 -0.046 -0.028 -0.097
C 2.93456 1.14183 1.50894 -0.033 -0.050 -0.034 -0.053
H 0.03628 -4.57739 -0.55910 0.027 -0.005 -0.057 0.062
C 1.92670 0.31647 -0.94568 0.017 -0.224 0.320 -0.345
H -3.01046 2.35130 2.62298 0.024 -0.015 0.041 0.039
H -6.50861 1.64902 0.87634 0.145 0.028 -0.020 0.075
N -2.78587 -0.66545 -1.62474 0.235 -0.087 0.391 -0.106
N 0.98929 0.40872 0.14411 0.211 0.521 0.199 -0.110
H -0.95379 6.72871 1.16526 -0.006 -0.023 -0.009 0.120
H 4.58069 0.25665 -3.79928 -0.056 -0.011 0.054 0.112
H -1.76149 -0.89952 -4.20892 -0.031 0.039 -0.057 0.111
C 2.45340 -0.92742 -1.39031 0.049 0.118 -0.069 -0.298
H 2.40979 -4.60140 -1.58567 0.070 -0.028 -0.008 0.085
H 1.22617 5.48116 1.09959 -0.083 -0.029 -0.010 0.116
H -4.36458 0.66221 -1.80347 -0.130 0.028 0.105 0.095
C -3.62992 0.21368 -2.45624 0.146 -0.068 -0.066 -0.164
H 4.43119 -4.00866 -1.44604 -0.027 0.048 0.030 0.067
C 0.88411 0.52715 2.59967 -0.028 0.023 0.219 -0.306
H -3.58546 2.12062 -3.40192 -0.082 0.106 -0.055 0.134
H -2.57423 -3.19399 2.86096 0.016 0.040 -0.006 0.084
H 5.01647 -2.39784 -0.98641 -0.011 -0.068 0.048 0.068
C -5.45089 1.80507 0.70144 -0.185 0.038 0.033 -0.398
N -0.86495 2.97990 0.29051 -0.028 -0.280 0.105 0.047
C 3.79000 -2.18665 1.44556 -0.074 0.042 0.018 -0.111
H -2.27334 -2.26982 1.38539 0.017 -0.021 0.006 0.062
C -0.54753 2.11148 -3.19915 -0.038 -0.173 0.091 -0.165
C -1.22525 -1.33792 -3.37120 0.005 0.155 0.004 -0.184
H 1.12189 0.87954 -3.74186 0.015 -0.045 -0.046 0.100
H 1.28095 -2.66431 -3.66406 0.132 -0.089 0.035 0.051
H 4.24607 -1.26905 1.06829 -0.031 -0.002 0.020 0.072
H -0.68535 -2.19173 -3.77408 0.054 -0.121 -0.083 0.104
C 4.62463 -3.34247 -0.60182 0.099 -0.029 0.066 -0.113
C -2.37204 -2.19254 2.47406 0.023 0.051 0.052 -0.118
H -1.97342 1.40411 5.93480 0.036 -0.028 0.014 0.086
C -1.08048 -1.62651 3.08098 -0.076 -0.103 -0.134 -0.536
H -1.19812 -1.56874 4.16476 -0.024 -0.064 0.068 0.100
H 1.17879 3.08249 0.53932 0.030 -0.076 -0.020 0.086
H 3.83247 -1.82070 -2.77364 -0.042 -0.053 -0.014 0.084
H 2.93653 -1.90200 2.06674 0.045 -0.028 -0.065 0.052
C -2.04872 3.62206 0.40177 -0.024 -0.137 -0.029 -0.315
H 1.00484 -2.21580 3.31005 -0.056 0.002 -0.036 0.066
C 3.40347 -3.09942 0.28239 0.044 0.070 -0.090 -0.548
C -2.21042 -1.81739 -2.33259 -0.009 0.145 0.128 -0.186
P 1.86233 -2.49597 -0.58489 -0.028 0.323 0.048 1.114
H -2.89942 2.79939 4.32441 0.059 -0.037 -0.047 0.090
H -0.37851 1.73495 5.27271 -0.035 0.008 0.004 0.076
C 2.36115 1.48798 -1.56972 0.093 -0.016 0.083 -0.081
H 1.04973 0.32862 4.72403 -0.034 0.025 0.018 0.083
S -4.83043 3.38580 0.56292 -0.169 0.211 0.050 1.051
C -1.21367 1.03623 5.24131 -0.060 -0.106 0.087 -0.117
C -3.23286 2.76445 0.31629 0.026 0.353 -0.059 -0.586
H -3.38182 -1.03430 -0.89322 -0.089 0.036 0.078 0.094
C 1.65529 -3.86523 -1.86602 -0.033 0.004 -0.067 -0.536
H -4.70277 -0.19427 0.64201 0.022 0.096 -0.015 0.099
P -0.88642 0.12194 2.49297 0.203 -0.042 -0.226 1.094
```
Forces are in eV/Å.

## Properties
Relative energy (zero: lowest compared OMol25 entry of this formula, charge and spin) ... 58.97 kJ/mol
HOMO ... -0.359 hartree
Net charge ... +1
Orbital gap ... 0.269 Eh
Maximum force ... 0.0238 Eh/bohr

---

Record 6
C19H28BFN | the ωB97M-V functional and the def2-TZVPD basis

The geometry in XYZ format:
```
50
Properties=species:S:1:pos:R:3:forces:R:3:nbo_charge:R:1
C -2.29794 1.22647 -2.78454 0.521 -0.299 0.135 -0.203
C 1.36535 -2.14942 1.98689 -0.173 -0.679 0.146 -0.097
H -0.64023 0.37079 -4.60580 0.147 0.294 0.154 0.229
H 2.24637 -5.24010 0.71526 -0.165 0.418 0.220 0.247
H -1.02041 1.25469 0.07464 0.111 0.319 -0.374 0.239
C 0.40246 0.11142 2.51758 -0.611 0.648 0.543 -0.164
H 1.79654 1.97978 -3.59371 -0.112 -0.143 -0.079 0.207
C -2.89638 0.20664 -3.74218 -0.568 -0.002 -0.346 -0.649
H -2.90738 0.59005 -4.76812 0.099 -0.120 0.147 0.214
C -0.85736 0.66035 4.52410 -0.308 -0.375 0.697 0.388
H 1.73982 0.21157 -3.85824 -0.240 0.313 0.051 0.238
H -0.21581 -0.27276 -0.65847 -0.246 0.211 -0.994 -0.097
H -2.39165 -0.76616 -3.73172 -0.107 0.359 0.137 0.245
H -3.94584 0.03396 -3.48125 0.174 0.010 0.029 0.234
H 0.47053 3.47615 3.19540 -0.045 -0.282 0.007 0.245
H -0.63917 3.14710 -2.34136 0.307 -0.202 0.246 0.206
H 1.53477 1.31894 -5.20666 -0.038 0.054 0.214 0.234
H 0.76420 2.20327 -1.72588 -0.387 -0.028 -0.044 0.215
H 1.48491 -1.68215 4.11288 0.268 -0.228 -0.228 0.234
H -2.75613 1.17096 -1.78716 0.241 -0.085 -0.398 0.220
C -0.33198 2.24603 -1.78236 -0.134 -0.637 -0.306 -0.209
H -1.96235 2.67349 -0.39053 0.251 -0.002 -0.017 0.219
C -0.56608 2.01964 4.39432 0.135 -0.599 -0.549 -0.179
C 1.64345 -2.45662 3.36186 -0.435 0.017 -0.025 -0.126
N -0.79269 1.05868 -2.61701 0.019 0.599 0.141 -0.376
C 2.08316 -3.71010 3.76057 -0.034 0.209 -0.083 -0.223
H -0.62062 2.15146 -4.40924 0.138 -0.319 0.007 0.198
H -0.96935 2.72781 5.10645 0.091 -0.030 0.013 0.258
C 1.58270 -3.20268 1.03467 0.220 0.124 0.040 -0.109
H 2.24250 -3.90460 4.82450 0.046 0.054 -0.439 0.244
C 0.22369 2.42107 3.30662 0.084 -0.117 0.209 -0.206
C -0.44916 -0.28415 3.59504 0.460 0.159 -0.049 -0.205
C 2.06511 -4.44444 1.44506 -0.090 0.097 -0.076 -0.228
C -0.95236 2.24589 -0.39067 -0.229 0.467 0.422 -0.645
C -0.21772 1.19879 -4.02484 -0.005 -0.188 0.484 -0.204
H 1.33436 -3.03078 -0.01899 0.166 -0.013 0.398 0.250
F -1.54587 0.22978 5.63511 0.576 0.525 -1.384 -0.309
H 1.38389 1.82217 1.59091 -0.297 -0.130 0.271 0.235
C 0.93630 -0.84561 1.59674 0.969 -0.487 0.794 0.160
H -2.42517 2.24351 -3.18553 -0.178 -0.205 0.225 0.198
H -1.25302 -1.17642 -2.10784 0.097 0.263 0.109 -0.030
B -0.37992 -0.35541 -1.90328 0.240 -0.877 0.267 -0.200
C 0.72045 1.49501 2.39683 -0.135 -0.311 -0.218 -0.118
H -0.76460 -1.31971 3.68951 -0.010 0.216 0.062 0.254
C 2.31619 -4.70761 2.80319 -0.256 0.443 -0.021 -0.080
H 0.65194 -0.77823 -2.40066 -0.175 0.271 0.146 -0.041
H 2.67382 -5.68678 3.13270 -0.096 0.332 -0.247 0.243
C 1.30042 1.17375 -4.14384 0.116 -0.012 -0.262 -0.634
H -0.33615 2.86494 0.27327 -0.203 0.015 -0.206 0.215
H 1.17241 -0.52043 0.58581 -0.199 -0.046 0.030 0.264
```
Forces are in eV/Å.

## Properties
Relative energy (zero: lowest compared OMol25 entry of this formula, charge and spin) ... 86.54 kJ/mol
HOMO ... -0.456 hartree
Net charge ... +1
Orbital gap ... 0.243 Eh
Maximum force ... 0.0309 Eh/bohr